The following is a quantum chemistry calculation of a molecular structure, C55H66IrN3O5P, from the OMol25 dataset.

```
131
Properties=species:S:1:pos:R:3:forces:R:3
Ir 0.52006 0.10134 1.54452 -0.140 0.177 2.276
C -0.07871 -3.10827 -5.42490 -0.010 -0.012 0.000
C 1.22927 -2.62896 -4.77909 0.014 0.024 0.047
C 1.54816 -1.23324 -5.31579 -0.007 -0.033 -0.011
C 2.37015 -3.57070 -5.18967 0.031 0.008 -0.006
C 1.06571 -2.63811 -3.26073 -0.026 0.053 -0.082
C 1.04955 -1.49219 -2.52060 0.058 -0.283 -0.022
C 0.84449 -1.50556 -1.11090 0.228 0.157 0.022
N 0.78868 -0.34625 -0.39914 -0.606 -0.878 -0.843
C 1.03332 0.88640 -1.07128 0.124 -0.011 0.269
C 0.60296 1.27735 -2.33117 -0.115 0.492 0.099
C 1.06376 2.47470 -2.86891 -0.051 0.033 0.047
C 2.01526 3.19686 -2.14543 0.054 0.019 -0.033
C 2.43348 2.85811 -0.86067 0.059 -0.003 -0.106
C 1.81597 1.74131 -0.28846 0.054 -0.232 -0.099
O 1.92104 1.39604 0.99997 0.162 0.489 -0.230
C 3.52940 3.61733 -0.11342 -0.034 0.000 0.066
C 2.97577 4.27400 1.15871 -0.006 0.015 -0.034
C 4.63969 2.62521 0.26665 0.021 0.004 -0.004
C 4.15446 4.71503 -0.97441 0.020 0.009 -0.002
C 0.58458 3.00210 -4.22107 0.027 -0.015 -0.005
C 0.06874 4.43890 -4.05663 -0.020 -0.003 0.001
C 1.74847 2.99100 -5.22113 0.000 -0.008 -0.016
C -0.55194 2.15378 -4.79334 -0.015 -0.013 -0.002
C 0.86183 -2.81108 -0.42740 0.172 0.462 0.123
O 0.99581 -2.86583 0.81655 -0.042 0.237 0.384
C 0.82270 -4.00977 -1.24604 -0.144 0.047 -0.111
C 0.89478 -3.88282 -2.60084 -0.005 -0.206 -0.033
C 0.74081 -5.37073 -0.55933 0.022 0.068 0.040
C 0.66085 -6.51588 -1.56873 -0.030 -0.028 -0.004
C -0.50849 -5.42360 0.32933 -0.078 -0.043 0.034
C 1.99014 -5.59300 0.30793 0.035 -0.051 0.029
H 0.02398 -3.14587 -6.51242 0.001 0.001 0.000
H -0.89887 -2.43050 -5.17950 0.001 0.006 0.001
H -0.35349 -4.10505 -5.07618 0.008 -0.002 -0.005
H 1.66882 -1.27860 -6.40006 0.000 0.005 -0.007
H 2.47325 -0.84015 -4.88913 0.003 0.007 0.015
H 0.74518 -0.52427 -5.10353 0.076 -0.111 -0.012
H 2.53269 -3.51462 -6.26868 -0.008 -0.010 -0.003
H 2.15163 -4.60942 -4.94086 -0.002 0.000 0.011
H 3.29989 -3.29364 -4.68875 -0.003 0.012 -0.007
H 1.19935 -0.54441 -3.00527 0.217 -0.491 -0.019
H -0.08023 0.64462 -2.87732 -0.163 0.289 0.073
H 2.44083 4.07833 -2.60608 -0.015 0.011 0.004
H 2.51869 3.54328 1.82455 -0.023 0.010 -0.026
H 2.22023 5.01515 0.89673 0.011 -0.001 0.045
H 3.78057 4.78996 1.69025 0.013 -0.013 0.006
H 4.24150 1.81908 0.88322 0.000 0.007 0.015
H 5.42626 3.13824 0.82719 0.000 0.004 -0.007
H 5.08810 2.18626 -0.62713 -0.007 -0.001 -0.002
H 3.42527 5.48082 -1.24595 -0.004 0.002 0.006
H 4.59129 4.31366 -1.89108 -0.009 -0.009 -0.003
H 4.95136 5.20334 -0.40950 0.000 -0.001 -0.003
H 0.86908 5.12354 -3.77321 0.001 -0.004 0.014
H -0.70126 4.48630 -3.28409 -0.018 -0.009 -0.007
H -0.36102 4.79686 -4.99540 0.019 0.009 -0.007
H 2.57275 3.61682 -4.87532 0.001 -0.003 0.002
H 1.42270 3.36780 -6.19415 -0.002 0.007 0.001
H 2.13060 1.97685 -5.35661 -0.007 -0.003 -0.004
H -1.40381 2.11379 -4.11071 -0.005 0.014 0.002
H -0.23114 1.13119 -5.00382 -0.063 0.132 0.016
H -0.89669 2.58974 -5.73290 0.005 -0.002 -0.006
H 0.85931 -4.77369 -3.21290 0.018 0.000 0.008
H -0.22742 -6.43855 -2.19994 0.001 0.005 -0.003
H 0.60417 -7.46334 -1.02881 -0.003 0.007 -0.001
H 1.54096 -6.55443 -2.21429 0.004 -0.005 0.015
H -1.41117 -5.22896 -0.25608 0.014 -0.015 -0.009
H -0.44317 -4.68222 1.12162 -0.038 0.045 0.038
H -0.60529 -6.41500 0.78146 0.009 0.006 0.001
H 2.89404 -5.56382 -0.30581 -0.004 -0.005 -0.004
H 1.93682 -6.57418 0.78817 0.003 -0.015 -0.018
H 2.06148 -4.82918 1.07897 0.015 -0.036 -0.040
C 3.63597 1.64061 5.42853 0.041 0.006 0.005
O 2.32094 1.74189 4.88188 -0.084 -0.095 -0.055
C 1.93758 0.93499 3.89927 0.351 -0.052 -0.016
O 0.80415 1.05573 3.45646 -0.230 -0.161 0.138
N 2.82155 -0.00766 3.46687 -0.153 0.113 0.037
N 2.44882 -0.79826 2.37619 -0.581 -0.107 -0.498
H 3.67196 2.36245 6.23720 -0.006 0.006 -0.008
H 4.38739 1.90637 4.68197 -0.008 -0.006 -0.001
H 3.81964 0.64304 5.83077 -0.007 0.004 0.004
H 3.79190 0.02987 3.72377 0.006 -0.006 0.013
H 2.31013 -1.77361 2.61762 0.012 -0.039 -0.060
H 3.06326 -0.67784 1.57829 0.109 0.029 0.085
O -0.78755 -1.23816 2.76058 0.651 0.078 -0.675
P -2.26949 -0.98420 2.64566 -0.381 -0.112 -0.178
C -2.62372 0.25122 1.41554 -0.301 0.333 0.139
C -1.99025 0.40665 0.01221 -0.171 0.202 0.243
C -2.76628 1.14145 -0.99652 -0.002 0.067 -0.100
C -3.92599 1.75497 -0.74596 0.036 -0.061 0.038
C -4.57308 1.54626 0.53401 0.023 0.027 -0.026
C -3.99574 0.81809 1.49425 0.063 0.030 0.346
C -3.23062 -2.47748 2.37013 0.154 -0.125 -0.056
C -3.02598 -3.56892 3.21476 0.035 0.012 0.009
C -3.75398 -4.73157 3.03668 0.010 -0.030 -0.017
C -4.68632 -4.81407 2.00854 -0.007 0.000 0.003
C -4.88477 -3.73762 1.15858 -0.006 0.012 0.011
C -4.15763 -2.56735 1.33757 0.024 0.018 -0.061
C -2.90486 -0.30885 4.19754 0.010 -0.095 0.046
C -4.15562 -0.65621 4.70548 -0.012 -0.025 -0.004
C -4.61529 -0.08532 5.88309 0.013 0.003 -0.021
C -3.82482 0.83232 6.56071 -0.004 0.009 0.009
C -2.57430 1.17434 6.06516 0.007 0.011 0.004
C -2.11201 0.60627 4.88785 0.001 -0.005 0.000
H -1.46717 -0.45093 -0.37721 0.191 0.007 -0.044
H -2.34067 1.16423 -1.99307 0.009 -0.003 0.005
H -4.43788 2.31168 -1.51979 0.005 0.004 -0.001
H -5.57527 1.92648 0.68824 0.000 -0.013 -0.002
H -4.56641 0.60170 2.39177 -0.002 0.032 -0.021
H -2.28507 -3.50535 4.00341 -0.013 0.000 0.005
H -3.59029 -5.57850 3.69029 0.001 0.006 -0.002
H -5.25508 -5.72450 1.86860 0.009 0.000 -0.005
H -5.60310 -3.80667 0.35211 0.005 0.003 0.002
H -4.30861 -1.73020 0.66703 0.002 0.021 0.005
H -4.77188 -1.37778 4.18252 0.001 0.004 0.005
H -5.58680 -0.35999 6.27294 -0.001 0.003 -0.008
H -4.18462 1.28140 7.47785 0.005 -0.010 0.003
H -1.95583 1.88879 6.59321 -0.007 0.005 -0.005
H -1.14137 0.87924 4.49774 0.010 -0.003 -0.004
C -1.33390 1.09087 1.20806 0.646 -0.296 -1.046
C -1.40595 2.55940 1.51206 -0.206 -0.054 0.115
C -0.55192 3.48674 0.91872 -0.172 -0.021 -0.238
C -0.57097 4.82231 1.29131 0.000 0.062 -0.010
C -1.43004 5.27516 2.27967 -0.024 -0.016 0.017
C -2.28525 4.36841 2.88672 0.037 -0.003 -0.039
C -2.27226 3.03714 2.50066 0.162 -0.008 0.089
H 0.12120 3.17137 0.13711 -0.008 0.003 -0.021
H 0.10011 5.52067 0.80807 -0.014 -0.008 -0.054
H -1.43160 6.31824 2.57004 -0.009 -0.002 0.002
H -2.96737 4.69148 3.66378 0.002 0.004 0.003
H -2.94497 2.35998 3.00217 -0.013 -0.079 0.024
```
Forces are in eV/Å.

Computed properties:
energy relative to the best compared isomer or geometry (same formula, charge and spin) = 39.08 kcal per mole
HOMO level (alpha / beta) = -0.2167 / -0.2458 hartree
charge = 0
multiplicity = 2
F_max = 2.29 eV/A